Run A
Molecular formula: CH5N3O
Method: DFT, the ωB97M-V functional and the def2-TZVPD basis

Atoms and positions in Å:
N: 0.4855 0.4647 0.1024
N: 1.3820 -0.6352 0.0074
C: -0.9016 0.2121 0.1980
O: 0.7967 1.5126 -0.9211
N: -1.3154 -0.9656 0.3708
H: 0.9710 1.5285 0.3094
H: 0.8918 -1.4372 0.4039
H: 1.4993 -0.7950 -0.9930
H: -2.3273 -1.0100 0.4540
H: -1.4819 1.1252 0.0682

Calculated values
HOMO level   -0.3417 Ha
LUMO   0.813 eV
Net charge   0

***

Run B
Molecular formula: CH5N3O
Method: DFT, the ωB97M-V functional and the def2-TZVPD basis

Atoms and positions in Å:
C: 0.0503 -0.0820 0.1112
N: -0.7537 -1.2141 0.3256
N: -0.5919 1.1088 -0.0651
N: 1.3254 -0.2324 -0.5074
O: 1.8275 0.8272 -0.9535
H: 1.1099 -0.2625 0.9109
H: -1.4869 -1.2780 -0.3717
H: -0.2027 -2.0649 0.3300
H: -1.3224 1.3540 0.5825
H: 0.0446 1.8439 -0.3625

Calculated values
HOMO level   -0.3246 Ha
LUMO   0.536 eV
Net charge   0

***

Run C
Molecular formula: CH5N3O
Method: DFT, the ωB97M-V functional and the def2-TZVPD basis

Atoms and positions in Å:
C: -0.1191 0.5190 0.0556
H: 2.4362 -1.1421 -0.2440
H: 2.2811 0.4895 -0.4669
H: 0.2472 1.5483 0.0269
H: -2.0086 1.0925 -0.3856
H: -1.9266 -1.3239 0.7081
N: 2.0030 -0.2955 0.1219
N: 0.6231 -0.5037 0.0967
N: -1.5099 0.4412 0.2062
O: -2.0265 -0.8253 -0.1188

Calculated values
HOMO level   -0.3069 Ha
LUMO   1.092 eV
SMILES   N/N=C/NO
Net charge   0

***

We find run C to be the most stable, with the next structure 61.3 kJ/mol higher.

***

Run A
Molecular formula: C2H12O3S2
Method: DFT, the ωB97M-V functional and the def2-TZVPD basis

Atoms and positions in Å:
C: 2.0135 -1.3223 -0.0605
S: 1.5248 -0.5089 1.4499
S: -0.4507 -0.7343 1.1369
C: -0.5331 -2.3960 0.3548
H: 1.5069 -0.9032 -0.9973
H: 1.8999 -2.3698 0.2190
H: 3.0946 -1.2283 -0.1535
H: -1.5990 -2.8082 0.5887
H: 0.1407 -2.8934 0.9444
H: -0.4547 -2.4842 -0.7522
H: -0.2584 0.8102 -3.0565
H: 0.9159 0.5153 -4.0569
O: 0.0107 0.8908 -3.9685
H: -2.2383 2.1547 -0.5371
H: -3.2835 3.0256 -1.3755
O: -2.6525 2.1857 -1.3886
H: 0.1085 1.6649 0.7706
H: -0.8775 2.5525 1.6959
O: -0.4861 2.4442 0.8015

Calculated values
HOMO level   -0.3111 Ha
LUMO   0.359 eV
SMILES   CSSC.O.O.O
Net charge   0

***

Run B
Molecular formula: C2H12O3S2
Method: DFT, the ωB97M-V functional and the def2-TZVPD basis

Atoms and positions in Å:
C: 1.5404 1.8598 -0.7605
S: 2.0279 0.2211 -1.2507
S: 1.8471 -1.1739 0.1470
C: 3.3473 -1.1959 1.2559
H: 0.4557 1.9350 -0.7639
H: 1.8482 2.2020 0.2320
H: 2.0084 2.6072 -1.3990
H: 3.1597 -0.2514 1.7575
H: 3.3167 -2.0621 1.9029
H: 4.2427 -1.0925 0.6925
H: -2.1485 -1.9777 2.6618
H: -0.8160 -1.5741 2.0829
O: -1.7574 -1.5861 1.8751
H: -3.0052 1.0611 1.0055
H: -1.9362 2.1137 0.8196
O: -2.7995 1.9789 1.2170
H: -6.9356 0.0367 -2.1790
H: -6.0543 1.3048 -2.4626
O: -6.0845 0.4515 -2.0347

Calculated values
HOMO level   -0.3277 Ha
LUMO   0.588 eV
SMILES   CSSC.O.O.O
Net charge   0

***

We find run B to be the most stable, with the next structure 56.0 kJ/mol higher.

***

Run A
Molecular formula: CH2ClNO
Method: DFT, the ωB97M-V functional and the def2-TZVPD basis

Atoms and positions in Å:
C: -1.0781 0.3008 0.0656
N: -0.4242 -0.7904 -0.0102
O: -1.0395 -1.9475 -0.0004
Cl: -2.7445 0.2123 0.0114
H: -0.6418 1.1632 -0.1539
H: 0.7427 -0.9923 -0.2599

Calculated values
HOMO level (spin up / spin down)   -0.3309 / -0.3309 Ha
LUMO (spin up / spin down)   0.388 / 0.388 eV
SMILES   [O-]/[NH+]=C\Cl
Net charge   0

***

Run B
Molecular formula: CH2ClNO
Method: DFT, the ωB97M-V functional and the def2-TZVPD basis

Atoms and positions in Å:
C: 1.5773 0.1386 -0.0730
N: 2.2223 0.9768 0.3775
O: -1.2073 -0.6106 0.2311
Cl: -1.4785 1.0661 -0.0570
H: 0.9760 -0.5962 -0.5496
H: -2.0899 -0.9747 0.0711

Calculated values
HOMO level   -0.4097 Ha
LUMO   -0.551 eV
SMILES   C#N.OCl
Net charge   0

***

We find run B to be the most stable, with the next structure 84.0 kJ/mol higher.

***

Run A
Molecular formula: C4H12N2S
Method: DFT, the ωB97M-V functional and the def2-TZVPD basis

Atoms and positions in Å:
N: 2.1227 1.1552 0.1495
C: 0.9278 0.3224 -0.1200
C: -0.2570 0.6812 0.8570
C: -1.7123 -0.0635 0.8915
S: -1.5776 -1.8571 1.2403
C: 0.3855 0.6189 -1.6283
N: 1.3735 0.9198 -2.6370
H: 2.9958 0.6991 -0.0092
H: 2.1154 2.1350 0.1676
H: 1.2585 -0.7761 0.0180
H: 0.1742 0.8492 1.8832
H: -0.5328 1.7028 0.5489
H: -2.1130 0.2567 1.7949
H: -2.3224 0.3391 0.0233
H: -0.3372 -1.8636 1.7657
H: -0.1855 -0.2968 -1.8599
H: -0.2804 1.4479 -1.6242
H: 1.7495 0.1053 -3.0343
H: 2.1818 1.2348 -2.1084

Calculated values
HOMO level   -0.3288 Ha
LUMO   0.870 eV
SMILES   NC[C@@H](N)CCS
Net charge   0

***

Run B
Molecular formula: C4H12N2S
Method: DFT, the ωB97M-V functional and the def2-TZVPD basis

Atoms and positions in Å:
C: -0.4500 0.7257 0.6201
N: -0.1989 -0.6663 0.4036
C: -0.1408 -1.6739 1.5310
N: -0.0480 -3.1678 1.0704
C: 0.5972 1.6651 -0.1830
C: 0.6191 1.3052 -1.6310
S: -0.9618 1.6112 -2.4587
H: -1.3996 1.1817 0.4812
H: -0.1950 0.7189 1.7300
H: -0.8354 -1.1455 -0.2974
H: -1.0692 -1.3528 2.1525
H: 0.6861 -1.4418 2.2963
H: -1.0021 -3.3299 0.8739
H: 0.4499 -3.0648 0.2763
H: 0.5223 2.7816 0.1156
H: 1.4314 1.4673 0.4527
H: 1.4444 1.9357 -2.1349
H: 0.9739 0.2683 -1.7093
H: -0.4235 2.1820 -3.5893

Calculated values
HOMO level   -0.3194 Ha
LUMO   0.799 eV
SMILES   NCNCCCS
Net charge   0

***

Run C
Molecular formula: C4H12N2S
Method: DFT, the ωB97M-V functional and the def2-TZVPD basis

Atoms and positions in Å:
C: -1.3195 -1.3716 0.5421
N: -0.1490 -0.7718 -0.1451
C: -0.4749 0.2409 -1.1650
C: 0.4252 1.4295 -1.0725
S: 2.0993 1.0150 -1.6610
C: -1.7243 -0.6036 1.8737
N: -0.8232 -0.9207 2.9548
H: -2.1871 -1.3644 -0.2454
H: -1.0038 -2.3612 0.7149
H: 2.1890 -0.2975 -1.2496
H: -1.4490 0.7037 -0.8514
H: -0.3770 -0.3025 -2.0245
H: -0.0297 2.1769 -1.8056
H: 0.3751 1.9832 -0.1202
H: -2.8193 -0.6898 2.1737
H: -1.6743 0.5042 1.5947
H: -0.8509 -0.4614 3.8177
H: 0.5715 -0.5193 0.6402
H: -0.9669 -1.9345 3.1938

Calculated values
HOMO level   -0.3128 Ha
LUMO   1.033 eV
SMILES   NCCNCCS
Net charge   0

***

We find run A to be the most stable, with the next structure 25.4 kJ/mol higher.

***

Run A
Molecular formula: C4H12N2S
Method: DFT, the ωB97M-V functional and the def2-TZVPD basis

Atoms and positions in Å:
C: 1.1930 1.7254 1.1393
N: 0.4997 1.9904 -0.0398
C: -0.1801 0.7292 -0.5661
C: -0.9119 -0.0726 0.4822
S: -1.9069 -1.3337 -0.2870
C: 0.9650 -0.1155 -1.0582
N: 1.8270 -0.6163 -0.0645
H: 0.5743 1.4795 1.9778
H: 2.0205 2.4197 1.3249
H: 1.8342 0.2047 0.7604
H: -0.2749 2.6096 0.1654
H: -0.8266 1.0587 -1.3259
H: -1.5254 0.4541 1.2285
H: -0.1322 -0.6577 1.0517
H: 0.7249 -3.3093 0.7928
H: 1.3601 -3.3903 1.1171
H: 1.4226 0.4040 -1.8788
H: 0.5390 -0.9264 -1.6684
H: 2.7312 -0.7668 -0.5313

Calculated values
HOMO level   -0.2576 Ha
LUMO   -2.993 eV
Net charge   0

***

Run B
Molecular formula: C4H12N2S
Method: DFT, the ωB97M-V functional and the def2-TZVPD basis

Atoms and positions in Å:
C: -0.3719 0.1723 -0.9119
N: 0.4684 -0.6895 -0.1002
C: 1.8766 -0.5213 -0.2449
N: 2.8813 -1.6979 -0.4672
C: -1.7680 0.2758 -0.2767
C: -1.5918 0.5075 1.3394
S: -1.6552 2.3406 1.6327
H: 0.1925 1.1793 -0.8260
H: -0.3571 0.0972 -1.9570
H: 0.1535 -1.6800 -0.1438
H: 2.3936 -0.1473 0.6889
H: 2.0125 0.3239 -0.9308
H: 2.7146 -1.9128 -1.4625
H: 3.8306 -1.2740 -0.3333
H: -2.4099 1.1388 -0.4415
H: -2.3683 -0.6916 -0.1926
H: -2.5056 0.0296 1.8240
H: -0.6647 0.1113 1.9018
H: -2.8310 2.4381 0.9017

Calculated values
HOMO level   -0.3204 Ha
LUMO   0.930 eV
SMILES   NCNCCCS
Net charge   0

***

We find run B to be the most stable, with the next structure 455.0 kJ/mol higher.

***

Run A
Molecular formula: C4H12N2S
Method: DFT, the ωB97M-V functional and the def2-TZVPD basis

Atoms and positions in Å:
C: -1.8619 -1.3478 -0.2332
N: -0.3688 -1.6095 -0.2322
C: 0.5844 -0.5042 -0.0009
C: 0.1223 0.0600 1.3843
S: 1.3536 0.7507 2.5632
C: 0.4719 0.5797 -1.1725
N: 1.0837 1.7799 -0.5788
H: -2.2389 -0.9798 0.7312
H: -2.3910 -2.2720 -0.5817
H: -2.1620 -0.6794 -0.8939
H: -0.0752 -1.8793 -1.2670
H: 1.6008 -0.9240 -0.0399
H: -0.2337 -0.7641 2.0201
H: -0.5827 0.8475 1.5744
H: 2.0673 1.3516 1.5180
H: 1.1415 0.3540 -1.9840
H: -0.4631 0.5112 -1.4798
H: 0.4665 2.3707 0.0569
H: 1.4855 2.3548 -1.3840

Calculated values
HOMO level   -0.3141 Ha
LUMO   0.843 eV
SMILES   CN[C@@H](CN)CS
Net charge   0

***

Run B
Molecular formula: C4H12N2S
Method: DFT, the ωB97M-V functional and the def2-TZVPD basis

Atoms and positions in Å:
C: 1.2773 -0.1934 2.3594
C: -0.1735 -0.4778 2.0198
S: -1.1768 1.0303 1.8503
H: 1.3468 0.3397 3.3060
H: 1.7211 0.4182 1.5826
H: 1.8668 -1.1024 2.4560
H: -0.6960 -1.0316 2.7975
H: -0.2750 -1.0428 1.0916
C: 0.1743 -0.4148 -1.6719
C: -0.7533 0.4968 -1.9343
N: -2.0183 0.2285 -2.5150
N: 1.4324 -0.1211 -1.0995
H: -0.0272 -1.4717 -1.7818
H: -0.4981 1.5427 -1.8324
H: -2.6597 0.9908 -2.3571
H: -2.4470 -0.6237 -2.1775
H: 1.7279 0.8275 -1.2840
H: 2.1566 -0.7612 -1.3882
H: -0.9782 1.3661 0.5784

Calculated values
HOMO level   -0.2755 Ha
LUMO   0.940 eV
SMILES   N/C=C/N.CCS
Net charge   0

***

Run C
Molecular formula: C4H12N2S
Method: DFT, the ωB97M-V functional and the def2-TZVPD basis

Atoms and positions in Å:
C: -1.1828 1.6715 0.8919
C: -0.6149 0.4917 1.6894
S: -1.3271 -1.0848 1.0365
C: 0.2002 -2.1247 1.1436
H: -0.9184 2.6694 1.2990
H: -2.3377 1.5971 0.8439
H: -0.8185 1.6177 -0.1123
H: -0.8705 0.5360 2.7722
H: 0.4917 0.4215 1.5838
H: 1.0313 -1.5905 0.7617
H: 0.3103 -2.3593 2.2159
H: 0.0259 -3.0816 0.5210
N: 0.2706 0.8438 -2.6879
C: 0.9226 -0.1777 -1.9805
N: 1.9160 0.1081 -1.1918
H: 0.5011 1.7565 -2.3439
H: -0.6547 0.6415 -3.0275
H: 0.5756 -1.1940 -2.1929
H: 2.4792 -0.7423 -1.2220

Calculated values
HOMO level   -0.3101 Ha
LUMO   0.864 eV
SMILES   [H]/N=C/N.CCSC
Net charge   0

***

Run D
Molecular formula: C4H12N2S
Method: DFT, the ωB97M-V functional and the def2-TZVPD basis

Atoms and positions in Å:
N: 3.8903 0.5763 0.2089
C: 2.7981 1.3846 0.3773
N: 2.1364 1.8550 -0.5902
H: 4.1127 -0.0340 0.9748
H: 4.0721 0.2257 -0.7164
H: 2.6131 1.6266 1.4263
H: 1.3452 2.3835 -0.2408
C: -3.4067 -0.3197 0.8871
C: -2.3694 -0.6022 -0.1982
S: -0.7032 -0.3862 0.4853
C: 0.2431 -1.0353 -0.9185
H: -4.4063 -0.2097 0.4495
H: -3.1885 0.6190 1.3910
H: -3.4293 -1.1076 1.6311
H: -2.4788 0.1246 -1.0050
H: -2.4956 -1.6169 -0.5629
H: 0.2842 -2.1194 -0.8797
H: -0.2575 -0.7510 -1.8396
H: 1.2400 -0.6134 -0.8801

Calculated values
HOMO level   -0.3077 Ha
LUMO   0.916 eV
SMILES   [H]/N=C/N.CCSC
Net charge   0

***

We find run D to be the most stable, with the next structure 48.3 kJ/mol higher.